[1]
# C20H48N6O8Zr

A molecular structure, C20H48N6O8Zr in a non-equilibrium geometry (the ωB97M-V functional and the def2-TZVPD basis, OMol25).

As for the HOMO-LUMO gap: 9.42 eV. Its charge is +2. The calculation puts the LUMO energy at -4.205 eV.

XYZ file:
```
83
Properties=species:S:1:pos:R:3:forces:R:3
Zr -22.721 19.730 -30.646 -2.358 -2.548 1.093
C -21.156 18.939 -27.749 0.368 -0.002 0.158
O -22.105 19.427 -28.626 -0.586 0.489 -1.742
H -21.614 18.540 -26.838 -0.028 -0.018 -0.036
H -20.503 18.149 -28.159 -0.207 0.015 -0.126
H -20.470 19.746 -27.407 -0.161 -0.145 0.109
C -25.007 17.272 -31.382 -0.489 -0.791 0.003
O -24.434 18.439 -30.946 1.649 1.353 0.415
H -26.006 17.112 -30.939 0.151 0.177 0.037
H -25.182 17.238 -32.474 0.081 -0.069 0.218
H -24.452 16.348 -31.138 0.174 0.245 -0.086
C -18.549 20.322 -32.096 0.045 0.088 -0.307
C -19.418 20.237 -30.902 0.205 -0.961 0.773
O -20.631 20.023 -31.060 0.290 0.541 -0.167
N -18.893 20.292 -29.668 -0.525 -0.181 -0.451
C -17.551 19.881 -29.300 0.594 0.496 0.525
H -18.783 19.473 -32.736 -0.014 0.029 -0.055
H -17.491 20.320 -31.870 0.078 0.156 -0.039
H -18.836 21.229 -32.631 0.174 -0.014 -0.099
H -19.587 20.145 -28.946 -0.017 0.012 -0.075
H -17.395 20.184 -28.265 -0.020 -0.109 0.000
H -16.782 20.404 -29.861 -0.093 -0.041 -0.191
H -17.397 18.804 -29.363 -0.098 -0.018 -0.137
C -20.122 16.158 -31.686 0.661 -0.207 -0.293
C -21.276 16.514 -30.808 -0.138 0.192 0.599
O -21.801 17.629 -30.845 0.009 0.574 0.019
N -21.640 15.594 -29.896 -0.372 0.084 -1.006
C -22.779 15.794 -29.005 0.381 -0.065 0.941
H -20.168 15.118 -32.012 0.079 0.024 0.024
H -19.187 16.297 -31.133 -0.168 -0.213 0.210
H -19.995 16.797 -32.556 -0.546 0.095 -0.022
H -21.391 14.656 -30.171 0.099 -0.129 0.485
H -22.418 15.864 -27.974 0.044 0.088 -0.116
H -23.455 14.943 -29.004 -0.059 0.025 -0.414
H -23.288 16.726 -29.234 -0.056 -0.075 -0.211
C -26.449 21.292 -32.598 0.100 -0.073 -0.393
C -24.989 21.634 -32.559 -0.251 -0.033 -0.012
O -24.225 20.962 -31.866 0.160 0.123 0.079
N -24.516 22.648 -33.291 0.154 -0.042 -0.401
C -25.174 23.337 -34.396 0.146 0.559 0.144
H -26.722 20.834 -31.654 -0.059 -0.005 0.029
H -26.583 20.554 -33.398 -0.045 -0.052 0.121
H -27.092 22.128 -32.855 -0.046 0.079 0.231
H -23.507 22.710 -33.272 -0.025 0.036 0.080
H -25.054 24.415 -34.273 -0.011 -0.042 0.025
H -26.238 23.140 -34.418 -0.016 -0.180 -0.035
H -24.719 23.072 -35.349 -0.103 -0.188 -0.001
C -21.880 24.145 -30.315 0.079 0.676 -0.327
C -21.915 22.783 -29.735 -0.622 -0.462 0.915
O -22.301 21.792 -30.385 0.366 0.972 -0.670
N -21.604 22.617 -28.453 -0.029 -0.171 -0.235
C -21.154 23.656 -27.536 -0.080 -0.385 -0.041
H -22.412 24.240 -31.258 0.169 -0.510 -0.119
H -20.835 24.432 -30.461 -0.092 0.192 0.015
H -22.365 24.884 -29.674 0.283 -0.106 0.310
H -21.768 21.672 -28.114 0.050 -0.031 -0.037
H -21.037 23.191 -26.562 0.051 0.084 0.074
H -21.901 24.441 -27.457 0.104 0.193 0.028
H -20.190 24.039 -27.858 -0.008 0.242 0.074
C -21.733 18.754 -35.054 -0.218 -0.542 0.282
C -22.740 18.882 -33.945 -0.266 0.843 -0.114
O -22.422 19.422 -32.867 0.930 -0.120 0.198
N -24.009 18.578 -34.147 -0.260 -0.258 0.487
C -24.611 17.894 -35.264 0.535 -0.046 -1.173
H -21.212 19.703 -35.138 0.062 0.003 -0.086
H -22.188 18.458 -35.994 0.037 0.207 -0.091
H -21.016 17.973 -34.792 0.088 0.117 0.061
H -24.585 18.754 -33.329 0.093 -0.002 -0.018
H -23.936 17.169 -35.725 0.030 -0.121 0.402
H -24.806 18.595 -36.081 -0.474 -0.007 0.203
H -25.499 17.357 -34.957 -0.163 0.148 0.054
C -25.089 22.647 -28.081 -0.294 0.214 -0.329
C -25.205 21.197 -28.453 -0.360 -0.237 -0.272
O -24.417 20.679 -29.241 0.492 -0.169 0.287
N -26.197 20.475 -27.878 0.338 -0.098 -0.352
C -26.226 19.028 -28.099 -0.340 0.231 -0.388
H -24.769 23.210 -28.958 0.093 -0.022 0.045
H -24.343 22.755 -27.293 -0.033 -0.028 0.042
H -26.032 23.071 -27.737 0.030 -0.074 0.152
H -27.088 20.941 -27.799 0.083 0.091 0.565
H -26.591 18.806 -29.104 0.104 -0.121 0.008
H -26.886 18.565 -27.372 0.032 0.039 0.111
H -25.218 18.638 -28.008 0.041 -0.019 0.041
```
Positions in Å, forces in eV/Å.


[2]
# C20H49Cl6NO5

8 unconnected molecules or ions with the total composition C20H49Cl6NO5 in a non-equilibrium geometry (the ωB97M-V functional and the def2-TZVPD basis, OMol25).

As for the structure (SMILES): CC(N)=O.CC(C)O.CC(C)O.CC(C)O.CC(C)O.ClCCCl.ClCCCl.ClCCCl. As for the HOMO-LUMO gap: 10.39 eV. The calculation puts the LUMO energy at 0.370 eV.

XYZ file:
```
81
Properties=species:S:1:pos:R:3:forces:R:3
C 1.208 -0.554 -0.112 -0.352 0.386 0.066
C -0.049 0.285 0.256 3.298 0.115 -1.298
N -0.984 -0.305 0.933 -2.348 -1.016 1.079
O -0.036 1.486 0.038 -0.170 0.444 -0.126
H 2.018 0.016 0.342 0.165 -0.091 -0.153
H 1.375 -0.598 -1.188 -0.122 0.292 -0.016
H 1.270 -1.581 0.248 -0.410 0.067 0.224
H -1.140 -1.303 0.909 0.264 0.357 -0.017
H -1.752 0.297 1.195 -0.394 -0.120 0.031
C -0.517 -5.327 1.197 1.327 0.905 0.103
C -0.465 -4.578 2.567 -0.624 0.788 -1.966
C -0.831 -3.094 2.546 0.726 0.671 -1.011
O -1.419 -5.150 3.346 -1.357 -1.449 2.064
H 0.219 -4.831 0.565 0.026 -0.324 -0.326
H -1.463 -5.351 0.655 -0.211 0.565 0.475
H -0.238 -6.378 1.270 0.291 -0.034 0.429
H 0.517 -4.619 3.038 0.364 -0.353 -0.166
H -1.549 -2.755 1.799 -0.604 -0.874 0.032
H 0.046 -2.523 2.240 0.337 0.100 0.350
H -1.185 -2.718 3.505 0.168 -0.375 0.101
H -1.182 -6.080 3.375 -0.428 -0.289 0.318
C 4.414 0.284 -2.751 0.633 0.901 0.190
C 5.383 0.435 -3.935 -0.580 -1.761 0.615
C 5.047 -0.585 -5.010 -0.410 -0.433 -0.438
O 5.328 1.737 -4.412 0.012 0.921 -0.205
H 3.397 0.590 -2.994 -0.078 -0.361 -0.254
H 4.732 0.992 -1.985 0.035 0.078 0.129
H 4.479 -0.702 -2.293 -0.223 -0.096 -0.279
H 6.375 0.196 -3.552 0.300 0.103 0.087
H 4.988 -1.601 -4.620 0.190 -0.025 0.272
H 5.741 -0.626 -5.850 0.200 0.267 0.045
H 4.058 -0.395 -5.427 -0.083 0.262 -0.022
H 6.135 1.903 -4.905 -0.029 0.150 -0.122
C -2.567 3.932 1.159 0.369 -0.204 -1.158
C -2.361 2.955 2.284 0.037 1.992 0.805
C -2.573 3.667 3.619 -0.550 0.137 0.235
O -3.241 1.865 2.126 0.632 -1.232 -0.047
H -1.821 4.712 1.008 -0.053 0.397 0.981
H -3.578 4.332 1.228 0.032 0.192 -0.388
H -2.368 3.395 0.231 -0.795 -0.249 -0.111
H -1.308 2.677 2.232 -0.178 -0.979 0.021
H -1.917 4.533 3.707 0.391 -0.313 0.216
H -2.559 3.010 4.488 0.644 -0.063 -0.041
H -3.563 4.114 3.711 -0.401 0.001 -0.510
H -4.156 2.120 2.261 0.019 0.324 0.036
C -1.228 0.162 -3.414 -1.478 0.686 1.456
C -2.493 0.586 -2.585 0.281 0.198 -0.110
C -2.532 2.069 -2.260 0.465 0.057 -0.837
O -3.682 0.227 -3.247 -0.353 -0.364 -0.716
H -1.101 0.793 -4.293 -0.119 -0.159 -0.049
H -1.325 -0.896 -3.659 0.248 0.092 -0.062
H -0.431 0.375 -2.702 0.481 -0.330 -0.300
H -2.494 0.092 -1.614 0.320 -0.555 0.068
H -2.178 2.610 -3.137 0.658 0.275 0.203
H -1.952 2.217 -1.349 0.017 0.546 -0.307
H -3.543 2.471 -2.200 -0.245 -0.309 0.717
H -4.335 0.869 -2.959 -0.240 -0.193 -0.141
Cl -0.751 -6.114 -2.703 -0.086 -0.874 0.262
C -0.592 -4.612 -3.580 -0.157 0.919 0.228
C 0.066 -3.525 -2.669 -0.234 -0.759 -2.071
Cl -0.951 -3.279 -1.256 -0.027 0.473 0.026
H -1.585 -4.270 -3.872 -0.120 0.010 0.344
H -0.121 -4.838 -4.536 0.678 0.305 0.325
H 0.068 -2.632 -3.293 0.097 0.261 0.380
H 1.093 -3.780 -2.408 -0.225 -0.060 0.279
Cl 0.759 1.150 4.508 -0.179 -0.088 -0.247
C -0.775 0.232 4.213 0.347 0.881 0.326
C -1.702 0.374 5.413 0.987 -0.580 -1.039
Cl -1.054 -0.677 6.707 -0.543 0.219 0.122
H -0.458 -0.792 4.015 -0.345 0.213 -0.008
H -1.271 0.701 3.364 0.248 -0.200 -0.041
H -2.651 0.027 5.003 -0.314 -0.063 0.797
H -1.724 1.415 5.733 -0.179 -0.289 0.173
Cl 3.716 4.244 -0.087 0.206 -0.182 -0.166
C 2.810 3.436 1.220 -1.084 1.389 0.138
C 1.352 4.058 1.263 0.678 -0.513 0.006
Cl 1.436 5.767 1.917 -0.130 -0.990 -0.064
H 3.311 3.723 2.144 -0.111 -0.054 -0.006
H 2.923 2.357 1.110 -0.641 0.141 -0.243
H 0.685 3.423 1.846 0.286 0.295 0.583
H 0.806 4.164 0.325 0.749 -0.174 -0.274
```
Positions in Å, forces in eV/Å.


Listing energy above the lowest of the compared OMol25 structures with the same formula, charge and spin for the structures above in their given order: 46.6 0.0 kJ/mol.